18
Properties=species:S:1:pos:R:3:forces:R:3 method="wB97M-V/def2-TZVPD" charge=+1
C -1.973859 3.619431 0.208363 0.33 1.26 0.32
C -2.645073 3.041937 -0.570774 -0.88 -2.06 -0.87
C 0.178387 -1.613355 0.864718 -4.58 -1.18 -0.13
C 0.671160 -1.348050 -0.484906 -0.48 0.08 0.22
C 1.897627 -1.998738 -1.085873 -0.67 -0.44 1.11
C 0.268210 0.909236 0.730839 1.19 3.02 0.56
N 0.868592 -0.367936 0.687155 0.87 0.60 1.07
O -0.944410 0.912486 0.439491 -1.00 -1.85 -0.72
H -1.594042 4.478510 0.615820 1.14 1.29 1.30
H -1.020752 -1.587355 1.073490 3.30 0.20 -0.52
H 0.708480 -2.269664 1.464838 0.83 -1.25 1.18
H -0.207355 -0.977177 -1.032504 1.03 0.09 -0.56
H 1.481436 -3.012626 -1.372762 0.99 1.19 -0.57
H 2.614678 -2.207428 -0.262610 -0.36 0.10 -0.44
H 2.408411 -1.333239 -1.806737 -0.55 -0.90 -0.08
H -3.120585 2.252149 -1.062170 -0.75 -0.33 -0.82
H 1.751584 -0.318280 1.242554 -0.56 -0.15 -1.28
H -1.342489 1.820100 0.351067 0.15 0.35 0.25


18
Properties=species:S:1:pos:R:3:forces:R:3 method="wB97M-V/def2-TZVPD" charge=+1
O 1.057569 1.450375 -2.637130 -1.21 -4.59 0.28
C 0.774962 0.217888 -2.530664 1.30 5.40 1.77
C 0.607526 -0.427301 -1.166913 -1.97 -0.35 -2.51
C 0.165142 0.493578 -0.114850 0.36 4.22 1.34
C 0.038681 -0.286220 1.129274 3.13 -0.66 2.41
C 1.119142 -0.772916 1.868018 -4.10 1.03 -0.09
C -2.302698 0.112983 1.881779 0.51 -3.99 -0.79
N -1.293934 -0.703345 1.501566 -2.22 1.48 0.82
H 0.683196 -0.420764 -3.349565 -0.07 -0.98 -1.85
H 1.504732 -0.948964 -0.955303 1.17 -0.27 0.57
H -0.132426 -1.232489 -1.238783 -0.02 -0.13 -0.43
H -0.688839 1.279658 -0.235342 0.81 -2.10 -0.56
H 0.955520 1.283935 0.003905 -0.24 -0.89 0.22
H 2.102637 -0.339197 1.676860 -0.20 -0.64 0.13
H 0.806179 -1.371139 2.784108 1.19 0.68 -1.25
H -3.298411 -0.383557 2.031351 1.17 0.18 -0.13
H -2.387493 1.185506 2.099561 1.37 -0.26 -0.52
H -1.364642 -1.760641 1.369429 -0.97 1.86 0.59


DFT (ωB97M-V with the def2-TZVPD basis set) results for a molecular structure, C6H10NO3P in a non-equilibrium geometry.

Structure (XYZ):
```
21
Properties=species:S:1:pos:R:3:forces:R:3
C -0.661441 0.751949 1.656691 1.33 -2.44 -4.74
C 0.870481 3.262715 -0.526548 -2.97 -2.12 -2.46
C -0.645036 -3.293586 -0.063693 -0.30 -2.08 -1.88
C 1.184448 1.777072 -0.833512 2.58 0.33 0.23
C 0.243094 -2.327598 0.644761 -0.54 1.79 1.14
C -0.216679 -0.165210 -0.154805 -0.65 2.66 1.62
N -0.863802 1.275093 2.636978 -0.53 1.45 2.88
O -2.647736 0.906108 -0.155937 -1.12 1.37 0.86
O 0.094825 0.825377 -1.047248 0.41 0.72 0.52
O 0.728314 -1.018446 0.095640 -0.24 -2.27 -0.40
P -1.988297 -0.185565 -0.816103 0.23 -1.75 -1.26
H 1.696660 3.835787 -0.201619 0.89 0.39 0.06
H 0.359325 3.587032 -1.473630 0.93 0.56 0.75
H 0.058638 3.277887 0.148577 -0.62 0.29 1.39
H -0.777814 -4.176743 0.653638 0.10 1.31 -0.87
H -1.634711 -2.907059 -0.309184 -0.07 0.02 0.27
H -0.298248 -3.793304 -1.065874 -0.07 1.21 1.87
H 1.836301 1.390739 -0.010937 -0.53 -0.06 -0.81
H 1.765382 1.844608 -1.794426 -0.49 -0.84 0.91
H 1.085404 -2.797311 1.007727 2.36 -0.94 -0.05
H -0.189116 -2.069540 1.609506 -0.72 0.40 -0.04
```
Positions in Å, forces in eV/Å.

Mulliken atomic charge list, values in e, 2 entries:
1. C 0.1031
2. C -1.0754


DFT (ωB97M-V with the def2-TZVPD basis set) results for C6H10NO3P in the gas phase in a non-equilibrium geometry.

Structure (XYZ):
```
21
Properties=species:S:1:pos:R:3:forces:R:3
C 1.390700 0.229049 -0.473692 -0.28 1.48 -0.16
C 0.208394 0.775552 -0.244739 -0.01 -0.40 -0.29
C -1.004230 1.019720 0.195241 -0.39 -0.05 0.00
C 1.706668 -1.035793 0.226276 0.91 -1.22 -0.01
C 2.510927 0.890227 -1.232292 1.96 -2.15 1.55
C -1.326060 1.628387 1.533818 1.22 -0.96 0.92
N 0.658656 -1.642859 0.791108 -2.80 0.11 0.00
O -2.175367 0.575758 -0.501453 0.24 -1.31 -0.08
O 2.831762 -1.487822 0.282466 0.39 0.28 -0.22
O -2.474752 -1.975628 0.355832 0.15 -0.56 1.09
P -2.314066 -1.075538 -0.771619 -1.71 2.92 1.39
H 2.147118 1.604434 -1.852376 -1.15 2.42 -1.67
H 3.111972 0.206943 -1.880779 -0.63 0.12 0.77
H 3.238829 1.332436 -0.509309 -0.56 -0.29 -0.53
H -2.182677 1.079329 1.930494 0.19 -0.08 0.15
H -1.577963 2.667975 1.608495 -0.12 0.65 -0.63
H -0.421959 1.484239 2.204660 -1.13 0.06 -0.68
H -0.263852 -1.326442 0.495838 0.65 0.21 0.57
H 0.536279 -2.617425 0.932799 1.13 -0.87 0.37
H -3.366942 -1.097955 -1.629026 -0.70 0.29 -0.71
H -1.233437 -1.234583 -1.461745 2.62 -0.66 -1.84
```
Positions in Å, forces in eV/Å.

Mulliken atomic charge list, values in e, 2 entries:
1. C 0.7172
2. C 0.1815


no.,Kohn-Sham gap (Eh),E (a.u.)
1,0.3609,-364.14085
2,0.2644,-364.24164
3,0.3273,-856.29653
4,0.3617,-856.42458